Entry 1:
A cluster of 2 separate species, C4H10NO3 in total, computed with the ωB97M-V functional and the def2-TZVPD basis.

Values from the calculation:
* charge: +1
* relative energy (zero: lowest compared OMol25 entry of this formula, charge and spin): 2.3865 eV
* lowest unoccupied orbital energy: -0.1480 hartree
* HOMO energy: -13.96 eV
* gap between HOMO and LUMO: 9.932 eV

Last column: Mulliken charge in e.
Cartesian coordinates (Å):
1 O 1.039 -1.361 1.810  -0.398
2 C 0.497 -1.218 0.760  -0.060
3 C -0.541 -0.081 0.340  -0.113
4 C 0.041 1.354 0.802  -0.639
5 C 0.959 1.777 -0.367  -0.148
6 O 0.825 1.291 -1.421  -0.387
7 N -1.896 -0.371 1.041  -0.311
8 H 0.692 -1.849 -0.138  0.357
9 H -0.776 -0.274 -0.732  0.488
10 H -0.716 2.218 0.673  0.308
11 H 0.577 1.482 1.725  0.415
12 H 1.657 2.605 -0.257  0.425
13 H -2.307 -1.277 0.757  0.371
14 H -1.934 -0.252 2.015  0.330
15 H -2.586 0.409 0.860  0.375
16 H -0.460 -1.699 -3.013  0.276
17 H 0.238 -0.433 -2.831  0.281
18 O -0.219 -1.097 -2.332  -0.571

Forces on atoms 1 to 6 (eV/Å):
-0.49 0.48 0.20
-0.37 -0.02 -1.53
0.29 0.41 2.14
-1.25 0.52 -2.85
-0.19 0.83 2.26
-0.04 -1.36 -3.03

=====

Entry 2:
A structure of composition C22H20ClPS2V, computed with the ωB97M-V functional and the def2-TZVPD basis.

Values from the calculation:
* charge: 0
* relative energy (zero: lowest compared OMol25 entry of this formula, charge and spin): 0.6168 eV
* 2S+1: 2
* lowest unoccupied orbital energy (spin up / spin down): 0.0044 / 0.0031 hartree
* HOMO energy (spin up / spin down): -6.66 / -6.60 eV
* gap between HOMO and LUMO (spin up / spin down): 6.776 / 6.688 eV

Last column: Mulliken charge in e.
Cartesian coordinates (Å):
1 V -1.775 0.371 0.367  -0.340
2 Cl -2.471 -1.481 -0.759  -0.109
3 C -1.211 -2.225 -1.673  0.439
4 C -1.449 -3.419 -2.338  -0.718
5 C -0.433 -3.995 -3.085  -0.442
6 C 0.809 -3.376 -3.166  -0.776
7 C 1.039 -2.190 -2.496  0.054
8 C 0.037 -1.592 -1.731  -0.216
9 P 0.271 -0.031 -0.799  1.401
10 C 1.843 0.505 -1.562  -0.057
11 C 1.756 1.036 -2.846  -0.135
12 C 2.905 1.351 -3.547  -0.670
13 C 4.148 1.152 -2.964  -0.459
14 C 4.234 0.654 -1.673  -0.729
15 C 3.086 0.331 -0.968  -0.065
16 C 0.795 -0.728 0.814  0.087
17 C 1.225 -2.042 0.972  -0.233
18 C 1.407 -2.563 2.241  -0.683
19 C 1.120 -1.797 3.360  -0.515
20 C 0.723 -0.478 3.212  -0.636
21 C 0.582 0.066 1.946  -0.460
22 H -2.418 -3.895 -2.280  0.467
23 H -0.609 -4.922 -3.613  0.382
24 H 1.603 -3.818 -3.751  0.412
25 H 2.009 -1.719 -2.560  0.355
26 H 0.781 1.177 -3.293  0.418
27 H 2.838 1.738 -4.553  0.401
28 H 5.049 1.386 -3.514  0.395
29 H 5.203 0.497 -1.222  0.407
30 H 3.157 -0.070 0.033  0.388
31 H 1.411 -2.660 0.104  0.407
32 H 1.756 -3.578 2.357  0.401
33 H 1.209 -2.225 4.346  0.407
34 H 0.497 0.123 4.079  0.416
35 H 0.326 1.119 1.822  0.581
36 C -3.256 2.724 3.954  -1.618
37 C -3.101 2.212 2.553  0.521
38 S -2.546 0.566 2.437  -0.408
39 C -3.321 2.929 1.435  0.640
40 C -4.001 4.261 1.400  -1.341
41 S -2.834 2.285 -0.115  -0.393
42 H -2.806 2.010 4.640  0.393
43 H -4.298 2.859 4.237  0.337
44 H -2.738 3.678 4.057  0.345
45 H -4.201 4.616 2.407  0.366
46 H -4.947 4.159 0.869  0.289
47 H -3.405 4.999 0.866  0.292

Forces on atoms 1 to 6 (eV/Å):
0.39 0.49 -0.10
-0.92 -0.20 0.18
1.49 -0.45 -0.83
-0.09 0.09 0.11
0.18 0.13 -0.01
-0.14 -0.22 -0.05

=====

Entry 3:
A structure of composition C39H101N7O16PSn2, computed with the ωB97M-V functional and the def2-TZVPD basis.

Values from the calculation:
* charge: +1
* lowest unoccupied orbital energy: -0.1668 hartree
* HOMO energy: -9.69 eV
* gap between HOMO and LUMO: 5.155 eV

Last column: Mulliken charge in e.
Cartesian coordinates (Å):
1 Sn 2.580 0.324 -0.600  1.731
2 Sn 0.499 0.511 3.558  1.450
3 P -0.471 -0.196 0.576  -1.270
4 O -0.575 -0.358 -0.933  -0.790
5 O 0.713 -1.031 1.188  1.256
6 O -1.761 -0.227 1.413  -0.965
7 O 0.131 1.236 0.774  -1.472
8 C -4.652 -1.416 4.309  -1.332
9 C -3.802 -0.151 4.144  1.734
10 C -3.897 0.800 5.341  -1.717
11 O -2.444 -0.534 3.889  -0.252
12 H -4.327 -1.925 5.216  0.342
13 H -4.523 -2.019 3.411  0.270
14 H -5.712 -1.169 4.376  0.375
15 H -4.106 0.439 3.276  -0.486
16 H -3.934 0.297 6.308  0.393
17 H -4.761 1.461 5.264  0.355
18 H -3.082 1.527 5.366  0.381
19 H -2.350 -0.551 2.915  0.055
20 C -4.432 3.479 -3.923  -0.885
21 O -3.607 2.525 -3.274  -0.120
22 C -4.293 1.774 -2.263  -1.105
23 C -3.293 1.009 -1.417  1.350
24 N -3.892 0.180 -0.379  0.296
25 C -4.517 -1.054 -0.846  -0.001
26 C -5.105 -1.850 0.344  -0.187
27 O -5.749 -3.045 -0.041  -0.460
28 C -6.797 -2.881 -0.987  -0.793
29 H -4.926 4.123 -3.190  0.353
30 H -5.156 2.938 -4.535  0.313
31 H -3.728 4.090 -4.485  0.195
32 H -5.025 1.105 -2.725  0.377
33 H -4.847 2.485 -1.641  0.330
34 H -2.586 1.669 -0.920  -0.468
35 H -2.782 0.283 -2.058  -0.473
36 H -3.197 -0.087 0.321  -0.533
37 H -3.793 -1.669 -1.393  -0.046
38 H -5.354 -0.756 -1.478  0.525
39 H -5.861 -1.217 0.824  0.361
40 H -4.424 -2.111 1.154  -0.251
41 H -7.304 -1.930 -0.819  0.377
42 H -7.542 -3.668 -0.852  0.279
43 H -6.415 -3.058 -1.994  0.247
44 C 3.770 -3.055 1.046  -0.211
45 O 4.293 -1.742 0.900  0.128
46 C 5.667 -1.584 1.175  -0.414
47 C 6.105 -0.186 0.744  -0.815
48 N 5.602 0.053 -0.598  -0.127
49 C 6.008 1.389 -1.072  -0.619
50 C 5.724 1.686 -2.486  -0.986
51 O 4.322 1.701 -2.674  0.320
52 C 3.921 1.810 -4.043  -0.261
53 H 4.209 -3.779 0.357  0.499
54 H 2.730 -2.967 0.735  -0.485
55 H 3.795 -3.392 2.084  0.281
56 H 6.210 -2.398 0.685  0.411
57 H 5.798 -1.672 2.259  -0.013
58 H 7.196 -0.108 0.750  0.405
59 H 5.647 0.564 1.393  0.325
60 H 5.979 -0.708 -1.153  0.173
61 H 7.095 1.478 -0.963  0.515
62 H 5.546 2.159 -0.456  0.099
63 H 6.239 0.902 -3.056  0.436
64 H 6.143 2.646 -2.802  0.447
65 H 4.485 1.113 -4.667  0.426
66 H 4.112 2.802 -4.463  0.339
67 H 2.861 1.659 -4.223  -0.540
68 C 0.864 3.448 -5.627  -1.144
69 O 0.891 2.972 -4.287  0.172
70 C 0.021 3.747 -3.441  -1.506
71 C -0.338 3.031 -2.149  -0.158
72 N 0.749 2.940 -1.171  1.885
73 C 1.288 4.226 -0.723  -0.490
74 C 2.107 3.934 0.573  -0.702
75 O 3.401 3.413 0.309  -0.302
76 C 4.361 4.322 -0.217  -0.946
77 H 1.410 2.861 -6.364  0.304
78 H 1.227 4.477 -5.709  0.313
79 H -0.162 3.480 -6.006  0.382
80 H -0.945 3.891 -3.938  0.481
81 H 0.405 4.771 -3.432  0.523
82 H -0.727 2.033 -2.328  -0.115
83 H -1.164 3.627 -1.740  0.167
84 H 0.399 2.368 -0.408  -0.715
85 H 0.394 4.803 -0.451  0.255
86 H 1.774 4.780 -1.526  0.358
87 H 1.553 3.309 1.268  0.023
88 H 2.226 4.937 0.996  0.532
89 H 4.777 3.967 -1.158  0.174
90 H 5.172 4.513 0.487  0.293
91 H 3.907 5.293 -0.429  0.513
92 C 5.402 -3.314 6.581  -0.749
93 O 4.184 -2.721 6.101  -0.376
94 C 4.049 -2.890 4.699  -0.741
95 C 3.044 -1.858 4.210  -0.159
96 N 1.633 -2.183 4.470  -0.172
97 C 1.145 -3.159 3.479  0.413
98 C -0.325 -3.592 3.635  -0.165
99 O -0.319 -4.402 4.800  -0.417
100 C -1.597 -4.985 5.005  -0.705
101 H 5.390 -4.400 6.479  0.286
102 H 5.500 -2.984 7.612  0.281
103 H 6.233 -2.875 6.024  0.324
104 H 3.826 -3.955 4.584  0.422
105 H 5.009 -2.692 4.209  0.334
106 H 3.185 -1.610 3.155  0.119
107 H 3.284 -0.952 4.774  0.391
108 H 1.613 -2.624 5.385  0.355
109 H 1.686 -4.103 3.601  0.503
110 H 1.412 -2.753 2.504  -0.748
111 H -0.506 -4.130 2.702  0.339
112 H -0.997 -2.755 3.844  0.204
113 H -2.327 -4.208 5.246  0.200
114 H -1.497 -5.672 5.844  0.296
115 H -2.006 -5.591 4.193  0.305
116 C 0.971 -5.061 -0.300  -1.271
117 C 0.336 -3.999 -1.203  0.623
118 C -1.171 -3.879 -1.041  0.200
119 O -1.864 -5.075 -1.245  -0.484
120 C -3.105 -5.183 -0.598  -0.455
121 N 0.982 -2.690 -1.126  0.623
122 H 1.157 -4.633 0.691  0.026
123 H 1.962 -5.297 -0.693  0.295
124 H 0.408 -5.986 -0.200  0.407
125 H 0.425 -4.397 -2.219  0.345
126 H -1.525 -3.104 -1.732  0.031
127 H -1.374 -3.396 -0.074  -0.020
128 H -3.012 -4.720 0.392  0.100
129 H -3.378 -6.223 -0.423  0.369
130 H -3.947 -4.673 -1.069  0.221
131 H 0.349 -2.003 -1.531  -0.096
132 H 0.834 -2.370 -0.169  -1.187
133 C -4.309 3.176 1.967  -1.555
134 C -2.883 3.536 1.581  2.002
135 C -2.380 4.894 2.019  -0.697
136 O -3.193 5.923 1.473  -0.360
137 C -2.945 7.143 2.169  -0.751
138 N -1.975 2.523 2.141  -0.001
139 H -5.009 3.779 1.389  0.453
140 H -4.470 3.241 3.043  0.227
141 H -4.453 2.155 1.612  0.256
142 H -2.804 3.559 0.488  -0.863
143 H -1.354 5.034 1.658  0.216
144 H -2.391 4.998 3.109  0.472
145 H -3.653 7.142 3.005  0.284
146 H -3.266 8.072 1.694  0.261
147 H -1.893 7.204 2.445  0.311
148 H -2.326 1.602 1.895  -0.158
149 H -1.135 2.449 1.574  -0.026
150 C -0.646 -0.427 -4.866  -1.496
151 C 0.706 -0.782 -4.260  0.732
152 C 1.817 -0.712 -5.299  -0.438
153 O 1.670 -1.677 -6.327  -0.446
154 C 2.718 -1.622 -7.284  -0.760
155 N 0.923 0.153 -3.146  1.804
156 H -0.548 0.591 -5.254  0.254
157 H -1.418 -0.370 -4.098  0.231
158 H -0.924 -1.150 -5.632  0.444
159 H 0.649 -1.779 -3.817  0.283
160 H 2.772 -0.826 -4.775  0.256
161 H 1.790 0.310 -5.695  0.114
162 H 2.675 -2.494 -7.937  0.314
163 H 3.700 -1.693 -6.810  0.295
164 H 2.635 -0.756 -7.945  0.281
165 H 0.674 1.071 -3.502  -0.777
166 H 0.229 -0.038 -2.426  -0.797

Forces on atoms 1 to 6 (eV/Å):
-1.43 0.20 -0.90
-1.61 -1.51 -2.62
-0.01 1.31 -0.56
-0.28 -0.67 0.96
0.26 -0.17 1.40
1.12 -0.96 -0.07